(1)
ORCA calculation (the ωB97M-V functional and the def2-TZVPD basis) on a structure of composition C29H34BF2N9P2Sn in a non-equilibrium geometry.

Values from the calculation:
**HOMO energy (spin up / spin down)**: -15.9 / -15.9 eV
**Charge**: +3
**Multiplicity**: 2
**Gap between HOMO and LUMO (spin up / spin down)**: 7.268 / 4.369 eV

The geometry in XYZ format:
```
78
C29H34BF2N9P2Sn, DFT the ωB97M-V functional and the def2-TZVPD basis
Sn 0.094 -0.268 -0.243
C -1.974 2.181 -3.351
C -1.705 0.996 -2.682
N -0.689 1.159 -1.828
N -0.282 2.456 -1.945
C -1.053 3.077 -2.849
B 0.958 2.868 -1.117
N 2.071 1.787 -1.400
C 3.245 1.987 -2.005
C 3.876 0.768 -2.192
C 3.003 -0.160 -1.659
N 1.910 0.456 -1.171
N 0.522 2.730 0.392
C 0.448 3.661 1.341
C 0.012 3.072 2.524
C -0.151 1.741 2.206
N 0.149 1.536 0.907
N 1.543 4.213 -1.347
C 1.405 5.215 -2.271
C 2.328 6.177 -1.990
C 3.018 5.690 -0.862
N 2.565 4.515 -0.477
H -2.727 2.364 -4.098
H -2.182 0.036 -2.797
H -0.922 4.116 -3.088
H 3.561 2.982 -2.271
H 4.827 0.590 -2.664
H 3.097 -1.232 -1.622
H 0.724 4.680 1.130
H -0.145 3.555 3.473
H -0.472 0.920 2.831
H 0.698 5.183 -3.079
H 2.480 7.106 -2.511
H 3.835 6.150 -0.327
F 0.709 -4.372 -3.694
C -0.116 -3.690 -2.922
C 0.387 -2.649 -2.150
C -0.494 -1.934 -1.356
C -1.860 -2.241 -1.283
C -2.291 -3.307 -2.080
F -3.574 -3.675 -2.069
C -1.451 -4.034 -2.897
C -2.757 -1.403 -0.442
C -4.141 -1.552 -0.369
C -4.888 -0.661 0.383
C -4.257 0.371 1.061
C -2.886 0.459 0.972
N -2.153 -0.407 0.250
H 1.440 -2.420 -2.225
H -1.839 -4.844 -3.502
H -4.637 -2.339 -0.911
H -5.965 -0.766 0.422
H -4.813 1.099 1.635
H -2.351 1.256 1.464
C 2.831 0.364 2.194
P 1.897 -1.071 1.626
C 3.138 -2.249 1.020
C 1.285 -1.891 3.160
C 0.417 -3.141 2.962
P -1.224 -2.941 2.213
C -2.418 -2.320 3.399
C -1.788 -4.496 1.533
H 3.673 0.007 2.791
H 2.215 1.024 2.800
H 3.216 0.922 1.339
H 3.696 -2.632 1.876
H 3.838 -1.738 0.362
H 2.688 -3.086 0.485
H 0.796 -1.138 3.783
H 2.178 -2.207 3.705
H 0.196 -3.597 3.936
H 0.939 -3.893 2.366
H -2.402 -3.015 4.247
H -3.413 -2.315 2.954
H -2.176 -1.319 3.754
H -1.868 -5.191 2.378
H -1.076 -4.886 0.806
H -2.768 -4.386 1.068
```

Per-atom Löwdin charges, elementary charge units: number 1, Sn, carries 1.207; number 2, C, carries 0.006; number 3, C, carries -0.092; number 4, N, carries -0.038; number 5, N, carries 0.048; number 6, C, carries -0.007; number 7, B, carries -0.630; number 8, N, carries 0.045; number 9, C, carries 0.003; number 10, C, carries 0.017; number 11, C, carries -0.126; number 12, N, carries -0.097; number 13, N, carries 0.060; number 14, C, carries 0.010; number 15, C, carries 0.013; number 16, C, carries -0.180; number 17, N, carries -0.107; number 18, N, carries -0.025; number 19, C, carries -0.052; number 20, C, carries -0.025; number 21, C, carries -0.115; number 22, N, carries 0.056; number 23, H, carries 0.123; number 24, H, carries 0.120; number 25, H, carries 0.122; number 26, H, carries 0.144; number 27, H, carries 0.126; number 28, H, carries 0.100; number 29, H, carries 0.143; number 30, H, carries 0.126; number 31, H, carries 0.113; number 32, H, carries 0.108; number 33, H, carries 0.114; number 34, H, carries 0.121; number 35, F, carries 0.143; number 36, C, carries -0.246; number 37, C, carries -0.014; number 38, C, carries -0.250; number 39, C, carries -0.171; number 40, C, carries -0.204; number 41, F, carries 0.107; number 42, C, carries 0.124; number 43, C, carries -0.242; number 44, C, carries 0.035; number 45, C, carries 0.011; number 46, C, carries -0.005; number 47, C, carries -0.096; number 48, N, carries -0.019; number 49, H, carries 0.100; number 50, H, carries 0.161; number 51, H, carries 0.123; number 52, H, carries 0.138; number 53, H, carries 0.132; number 54, H, carries 0.100; number 55, C, carries -0.200; number 56, P, carries 0.841; number 57, C, carries -0.213; number 58, C, carries -0.362; number 59, C, carries -0.344; number 60, P, carries 1.044; number 61, C, carries -0.186; number 62, C, carries -0.184; number 63, H, carries 0.082; number 64, H, carries 0.048; number 65, H, carries 0.065; number 66, H, carries 0.076; number 67, H, carries 0.049; number 68, H, carries 0.059; number 69, H, carries 0.089; number 70, H, carries 0.109; number 71, H, carries 0.121; number 72, H, carries 0.099; number 73, H, carries 0.088; number 74, H, carries 0.067; number 75, H, carries 0.061; number 76, H, carries 0.092; number 77, H, carries 0.072; number 78, H, carries 0.069

***

(2)
ORCA calculation (the ωB97M-V functional and the def2-TZVPD basis) on a structure of composition C29H34BrF4HgN5OP2.

Values from the calculation:
**HOMO energy (spin up / spin down)**: -10.1 / -11.1 eV
**Charge**: +1
**Multiplicity**: 2
**Gap between HOMO and LUMO (spin up / spin down)**: 8.157 / 6.687 eV

The geometry in XYZ format:
```
77
C29H34BrF4HgN5OP2, DFT the ωB97M-V functional and the def2-TZVPD basis
Hg -1.435 0.566 0.301
F 3.980 -3.834 -4.117
C 2.911 -3.351 -3.505
C 1.670 -3.914 -3.733
F 1.551 -4.937 -4.569
C 0.556 -3.393 -3.102
F -0.618 -3.979 -3.341
C 0.638 -2.297 -2.254
P -0.839 -1.609 -1.409
C -1.233 -2.960 -0.252
C -0.713 -2.829 1.037
C -0.917 -3.831 1.974
C -1.652 -4.957 1.632
C -2.187 -5.081 0.356
C -1.976 -4.090 -0.592
C -2.126 -1.570 -2.682
C -1.819 -1.152 -3.974
C -2.833 -0.946 -4.897
C -4.158 -1.141 -4.532
C -4.470 -1.550 -3.242
C -3.460 -1.744 -2.311
C 1.905 -1.742 -2.036
Br 2.155 -0.248 -0.914
C 3.028 -2.275 -2.642
F 4.233 -1.758 -2.427
H -0.155 -1.934 1.302
H -0.502 -3.735 2.969
H -1.810 -5.740 2.363
H -2.770 -5.954 0.094
H -2.389 -4.199 -1.585
H -0.785 -0.999 -4.263
H -2.590 -0.618 -5.899
H -4.947 -0.970 -5.252
H -5.502 -1.710 -2.960
H -3.708 -2.045 -1.300
C 2.231 2.858 4.695
N 1.252 2.063 3.970
C -0.130 2.500 4.107
P 1.728 1.005 2.800
O 0.579 0.597 1.940
N 2.934 1.667 1.877
C 4.355 1.619 2.178
C 2.567 2.632 0.848
N 2.476 -0.242 3.579
C 2.534 -0.431 5.019
C 2.771 -1.436 2.792
H 1.969 2.895 5.755
H 2.270 3.886 4.321
H 3.223 2.418 4.604
H -0.456 2.400 5.146
H -0.768 1.884 3.481
H -0.242 3.547 3.809
H 4.548 0.875 2.946
H 4.726 2.590 2.522
H 4.915 1.341 1.281
H 1.485 2.640 0.724
H 3.023 2.365 -0.109
H 2.901 3.640 1.113
H 2.048 0.393 5.532
H 3.570 -0.502 5.362
H 2.019 -1.354 5.303
H 2.568 -1.244 1.740
H 2.146 -2.273 3.120
H 3.819 -1.729 2.899
N -3.451 6.062 -2.812
C -2.902 4.903 -2.372
C -1.657 4.886 -1.725
C -1.157 3.691 -1.264
N -1.791 2.522 -1.409
C -2.962 2.530 -2.056
C -3.546 3.671 -2.554
H -3.019 6.942 -2.599
H -4.378 6.076 -3.194
H -1.099 5.804 -1.590
H -0.198 3.655 -0.760
H -3.443 1.565 -2.184
H -4.494 3.618 -3.074
```

Per-atom Löwdin charges, elementary charge units: number 1, Hg, carries 0.850; number 2, F, carries 0.158; number 3, C, carries -0.128; number 4, C, carries -0.130; number 5, F, carries 0.150; number 6, C, carries -0.208; number 7, F, carries 0.114; number 8, C, carries -0.301; number 9, P, carries 0.990; number 10, C, carries -0.377; number 11, C, carries -0.119; number 12, C, carries -0.070; number 13, C, carries -0.067; number 14, C, carries -0.060; number 15, C, carries -0.087; number 16, C, carries -0.397; number 17, C, carries -0.090; number 18, C, carries -0.067; number 19, C, carries -0.073; number 20, C, carries -0.071; number 21, C, carries -0.110; number 22, C, carries -0.566; number 23, Br, carries 0.889; number 24, C, carries -0.261; number 25, F, carries 0.093; number 26, H, carries 0.057; number 27, H, carries 0.106; number 28, H, carries 0.110; number 29, H, carries 0.112; number 30, H, carries 0.103; number 31, H, carries 0.112; number 32, H, carries 0.111; number 33, H, carries 0.109; number 34, H, carries 0.110; number 35, H, carries 0.105; number 36, C, carries -0.101; number 37, N, carries -0.315; number 38, C, carries -0.092; number 39, P, carries 0.490; number 40, O, carries -0.471; number 41, N, carries -0.307; number 42, C, carries -0.099; number 43, C, carries -0.136; number 44, N, carries -0.305; number 45, C, carries -0.088; number 46, C, carries -0.099; number 47, H, carries 0.090; number 48, H, carries 0.090; number 49, H, carries 0.072; number 50, H, carries 0.087; number 51, H, carries 0.056; number 52, H, carries 0.087; number 53, H, carries 0.074; number 54, H, carries 0.086; number 55, H, carries 0.089; number 56, H, carries 0.051; number 57, H, carries 0.051; number 58, H, carries 0.090; number 59, H, carries 0.067; number 60, H, carries 0.090; number 61, H, carries 0.087; number 62, H, carries 0.024; number 63, H, carries 0.082; number 64, H, carries 0.090; number 65, N, carries 0.138; number 66, C, carries -0.312; number 67, C, carries -0.011; number 68, C, carries -0.156; number 69, N, carries -0.068; number 70, C, carries -0.162; number 71, C, carries -0.009; number 72, H, carries 0.108; number 73, H, carries 0.108; number 74, H, carries 0.114; number 75, H, carries 0.096; number 76, H, carries 0.098; number 77, H, carries 0.115

***

(3)
ORCA calculation (the ωB97M-V functional and the def2-TZVPD basis) on a structure of composition C29H34BrN4OPd.

Values from the calculation:
**HOMO energy**: -10.0 eV
**Charge**: +1
**Gap between HOMO and LUMO**: 7.101 eV
**Energy relative to the best compared isomer or geometry (same formula, charge and spin)**: 0.00 kcal/mol

The geometry in XYZ format:
```
70
C29H34BrN4OPd, DFT the ωB97M-V functional and the def2-TZVPD basis
Pd 0.500 -1.746 -1.200
C 4.723 -1.260 -1.579
C 3.359 -1.484 -1.764
N 2.499 -1.523 -0.761
C 2.929 -1.317 0.510
C 4.287 -1.083 0.773
C 5.185 -1.063 -0.306
C 4.734 -0.850 2.117
C 3.862 -0.836 3.142
C 2.463 -1.057 2.914
C 1.522 -1.022 3.958
C 0.197 -1.222 3.682
C -0.178 -1.466 2.353
N 0.682 -1.513 1.361
C 1.986 -1.305 1.618
H 5.381 -1.238 -2.436
H 2.949 -1.625 -2.755
H 6.236 -0.881 -0.118
H 5.789 -0.678 2.283
H 4.199 -0.653 4.154
H 1.858 -0.830 4.970
H -0.553 -1.191 4.459
H -1.220 -1.621 2.095
C -4.162 4.540 -0.396
C -4.388 3.063 -0.721
C -5.243 2.447 0.395
C -5.147 2.973 -2.052
C -3.074 2.292 -0.832
C -3.096 0.942 -1.174
C -1.898 0.283 -1.285
Br -1.909 -1.585 -1.758
C -0.635 0.849 -1.091
O 0.480 0.171 -1.372
C -0.609 2.187 -0.660
C -1.831 2.860 -0.581
C 0.666 2.975 -0.314
C 1.915 2.117 -0.074
C 0.962 3.950 -1.462
C 0.437 3.771 0.982
H -5.124 5.051 -0.352
H -3.559 5.034 -1.161
H -3.674 4.673 0.571
H -6.194 2.977 0.479
H -4.730 2.510 1.356
H -5.465 1.396 0.198
H -6.078 3.539 -1.993
H -5.403 1.942 -2.304
H -4.549 3.381 -2.869
H -4.026 0.418 -1.351
H -1.802 3.901 -0.299
H 2.254 1.618 -0.978
H 1.735 1.356 0.689
H 2.714 2.772 0.282
H 1.134 3.408 -2.394
H 1.856 4.537 -1.238
H 0.134 4.642 -1.621
H 0.193 3.101 1.809
H -0.363 4.505 0.896
H 1.347 4.314 1.240
C 1.492 -7.084 -1.045
N 0.426 -6.191 -0.585
C -0.890 -6.773 -0.304
C 0.498 -4.916 -0.872
N 0.575 -3.791 -1.113
H 1.586 -7.901 -0.333
H 2.432 -6.538 -1.080
H 1.267 -7.488 -2.034
H -0.756 -7.601 0.389
H -1.362 -7.138 -1.218
H -1.526 -6.024 0.160
```

Per-atom Löwdin charges, elementary charge units: number 1, Pd, carries 0.742; number 2, C, carries -0.021; number 3, C, carries -0.093; number 4, N, carries -0.008; number 5, C, carries -0.129; number 6, C, carries -0.132; number 7, C, carries 0.017; number 8, C, carries -0.009; number 9, C, carries -0.005; number 10, C, carries -0.139; number 11, C, carries 0.005; number 12, C, carries -0.029; number 13, C, carries -0.108; number 14, N, carries 0.089; number 15, C, carries -0.164; number 16, H, carries 0.118; number 17, H, carries 0.120; number 18, H, carries 0.129; number 19, H, carries 0.123; number 20, H, carries 0.123; number 21, H, carries 0.125; number 22, H, carries 0.113; number 23, H, carries 0.116; number 24, C, carries -0.062; number 25, C, carries -0.559; number 26, C, carries -0.044; number 27, C, carries -0.044; number 28, C, carries -0.163; number 29, C, carries -0.078; number 30, C, carries -0.514; number 31, Br, carries 0.878; number 32, C, carries -0.369; number 33, O, carries -0.279; number 34, C, carries -0.077; number 35, C, carries 0.029; number 36, C, carries -0.525; number 37, C, carries -0.056; number 38, C, carries -0.033; number 39, C, carries -0.048; number 40, H, carries 0.089; number 41, H, carries 0.091; number 42, H, carries 0.087; number 43, H, carries 0.088; number 44, H, carries 0.091; number 45, H, carries 0.078; number 46, H, carries 0.088; number 47, H, carries 0.077; number 48, H, carries 0.093; number 49, H, carries 0.109; number 50, H, carries 0.093; number 51, H, carries 0.074; number 52, H, carries 0.077; number 53, H, carries 0.088; number 54, H, carries 0.093; number 55, H, carries 0.089; number 56, H, carries 0.085; number 57, H, carries 0.093; number 58, H, carries 0.073; number 59, H, carries 0.087; number 60, C, carries -0.018; number 61, N, carries -0.187; number 62, C, carries -0.017; number 63, C, carries -0.219; number 64, N, carries 0.079; number 65, H, carries 0.095; number 66, H, carries 0.097; number 67, H, carries 0.099; number 68, H, carries 0.096; number 69, H, carries 0.099; number 70, H, carries 0.097

***

Summary of electronic energy in eV
-74533.593; -143783.411; -112150.374
(order as listed above)